[1]
C20H20N2O5 | the ωB97M-V functional and the def2-TZVPD basis

CARTESIAN COORDINATES (ANGSTROEM)
H: -1.192 2.798 -1.564
C: 0.409 -1.581 -3.438
H: 0.239 2.588 3.989
C: 2.603 2.578 5.307
H: 2.657 -3.465 -4.886
C: 0.570 1.804 3.241
C: 3.500 1.674 7.473
H: 0.936 1.166 -3.606
H: -1.031 -0.730 0.174
H: -0.086 -2.949 -5.044
H: 3.355 -0.260 7.758
H: 2.339 3.555 4.804
H: 2.959 -0.325 2.764
C: 0.663 -2.582 -4.330
C: -0.192 1.673 2.130
H: -1.144 2.267 1.889
C: 1.703 1.050 3.586
C: 2.090 -2.810 -4.216
C: 3.159 2.712 6.612
C: 2.311 1.284 4.823
O: -3.363 3.297 -1.685
C: -0.748 0.494 -2.377
C: 2.092 0.179 2.589
H: -0.191 2.543 -3.145
H: -2.826 -1.031 -3.190
C: -2.145 1.205 -2.252
N: -2.133 2.492 -1.791
C: 3.294 0.427 6.981
H: -0.556 1.318 -4.441
C: -0.696 0.284 0.086
H: -0.992 -1.627 -2.024
H: 3.677 1.830 8.502
C: -0.093 1.463 -3.488
C: 1.328 -0.038 1.425
O: -3.208 0.609 -2.314
O: -2.084 -1.414 -3.704
H: -4.156 2.725 -1.887
C: 0.121 0.559 1.239
H: 3.234 3.714 7.096
H: -1.672 0.793 0.102
N: 2.585 -2.161 -3.222
H: 1.831 -0.765 0.674
H: 2.445 -0.816 5.282
O: 0.015 0.564 -1.168
O: 1.500 -1.386 -2.678
C: 2.661 0.216 5.662
C: -0.896 -1.051 -2.868

The HOMO energy is -8.8 eV. The relative energy (zero: lowest compared OMol25 entry of this formula, charge and spin) comes out at 767.7 kJ/mol. The SMILES is C[C@@](OCc1ccc(-c2ccccc2)cc1)(C(=O)NO)[C@@H](O)c1ccno1. As for the orbital gap: 0.3426 Ha. As for the electronic energy: -34275.986 eV.


[2]
C3H4N4O | the ωB97M-V functional and the def2-TZVPD basis

CARTESIAN COORDINATES (ANGSTROEM)
N: 1.771 -0.881 0.175
N: -1.516 0.292 0.333
H: 2.675 0.748 -0.552
H: -0.261 -2.561 -0.766
C: -0.418 -1.599 -0.164
H: -0.901 2.387 0.452
C: 1.688 0.379 -0.158
C: -0.505 1.299 0.319
O: 0.556 -1.328 0.727
N: 0.701 1.390 -0.126
H: -2.315 0.825 0.066
N: -1.476 -0.950 -0.307

The HOMO energy is -9.4 eV. The relative energy (zero: lowest compared OMol25 entry of this formula, charge and spin) comes out at 457.7 kJ/mol. The SMILES is c1nc[nH]ncon1. As for the orbital gap: 0.3457 Ha. As for the electronic energy: -11179.226 eV.


[3]
C39H28BrN6PtS3 | the ωB97M-V functional and the def2-TZVPD basis

CARTESIAN COORDINATES (ANGSTROEM)
N: -1.782 -3.576 -0.870
C: 2.196 -1.515 -1.385
S: 4.079 -3.969 -1.190
N: 1.234 -0.593 -1.461
H: 0.485 -3.250 -3.050
S: -0.484 -0.671 5.300
N: -0.733 1.252 -1.501
H: -3.208 -1.147 0.610
H: 1.871 -2.548 -1.392
H: -5.886 5.314 -1.465
H: 7.643 -3.564 -1.128
H: -5.652 -1.242 0.478
Pt: -0.894 -0.750 -1.466
N: -0.985 -2.805 -1.626
C: 6.569 -3.453 -1.150
H: 4.418 -0.717 5.633
H: 0.450 -2.564 3.284
C: 1.292 1.436 5.485
C: -1.513 3.519 -1.450
C: 2.578 1.952 5.572
C: 2.273 -0.744 5.497
H: -4.427 7.496 -1.476
H: -2.735 1.774 -1.577
C: -0.165 3.973 -1.385
H: -2.527 -3.144 -0.344
C: -0.550 -4.961 -2.037
C: -1.555 -4.878 -1.100
Br: -7.588 -0.900 -1.716
H: 6.424 -1.250 -1.217
C: 1.592 0.736 -1.411
H: -5.476 -0.372 -3.705
C: -3.585 -0.508 -2.693
C: 3.252 2.533 -1.301
H: -0.111 -5.850 -2.454
C: 0.872 3.071 -1.383
N: 3.672 1.197 5.614
C: 5.707 -4.499 -1.138
H: -1.602 1.201 3.364
C: -0.230 -3.635 -2.341
C: -3.989 4.170 -1.455
C: 3.512 -0.124 5.583
H: 5.930 -5.553 -1.102
C: -0.017 -1.727 2.785
C: 3.915 0.133 -1.282
C: -4.972 -0.552 -2.766
H: -4.392 3.166 -1.448
C: 2.956 1.117 -1.334
H: 4.290 2.836 -1.259
H: -3.028 -0.283 -3.597
C: -2.652 4.451 -1.456
H: 2.191 -1.823 5.485
C: 5.901 -2.195 -1.202
C: -4.806 5.332 -1.463
H: 2.735 3.024 5.613
C: -2.915 -0.736 -1.492
C: -1.732 2.169 -1.513
C: -1.168 0.352 1.447
C: -0.068 -1.676 1.406
C: 3.545 -1.228 -1.295
H: 0.052 5.033 -1.333
C: -5.706 -0.827 -1.623
C: 2.270 3.452 -1.323
H: -1.604 1.160 0.874
C: -5.071 -1.046 -0.413
H: 0.431 2.090 5.461
C: 1.145 0.059 5.435
C: -1.157 0.374 2.830
S: -2.398 6.153 -1.466
H: 0.370 -2.459 0.799
C: 4.542 -2.305 -1.227
H: 4.959 0.416 -1.221
C: 0.581 1.686 -1.433
C: -4.075 6.477 -1.470
C: -3.681 -1.000 -0.356
H: 2.502 4.509 -1.300
H: -2.117 -5.642 -0.589
C: -0.563 -0.678 3.516
N: -0.633 -0.657 0.757

The HOMO energy (alpha / beta) is -7.8 / -10.0 eV. Its spin multiplicity is 3. The relative energy (zero: lowest compared OMol25 entry of this formula, charge and spin) comes out at 0.0 kJ/mol. As for the orbital gap (alpha / beta): 0.1773 / 0.2052 Ha. As for the electronic energy: -155627.047 eV. Its total charge is +1.


[4]
CH15N2O5 | the ωB97M-V functional and the def2-TZVPD basis

CARTESIAN COORDINATES (ANGSTROEM)
H: 0.859 -0.207 1.417
O: 0.265 1.378 1.746
H: 0.970 -2.867 0.029
C: 0.692 -1.834 0.220
H: -2.125 4.106 0.857
H: -1.717 1.068 -1.772
O: -0.752 1.133 -1.584
N: 0.132 -1.197 -0.874
H: 1.316 -1.692 2.122
H: -2.961 -2.038 -2.731
O: -1.878 3.380 1.370
H: -2.417 3.636 2.127
H: -2.615 -2.998 -1.526
H: -0.671 1.777 1.689
H: 3.915 -0.363 -0.581
H: 0.065 -0.178 -0.872
O: 3.859 -0.986 0.155
H: 4.623 -0.869 0.772
H: 0.913 2.034 1.826
H: -0.555 1.926 -2.161
N: 0.869 -1.142 1.318
O: -2.148 -2.384 -2.124
H: -0.639 -1.684 -1.422

The HOMO energy is -13.7 eV. The relative energy (zero: lowest compared OMol25 entry of this formula, charge and spin) comes out at 174.7 kJ/mol. As for the orbital gap: 0.4100 Ha. As for the electronic energy: -14491.859 eV. Its total charge is +1.


[5]
C9H21BiINO2P2 | the ωB97M-V functional and the def2-TZVPD basis

CARTESIAN COORDINATES (ANGSTROEM)
H: 1.221 1.004 -3.574
H: -1.857 -3.295 0.069
H: 4.629 0.723 1.022
H: 3.837 -0.347 -0.177
P: 2.312 1.307 0.722
C: 3.711 0.165 0.785
C: 2.204 1.922 2.465
H: -0.366 1.518 -2.778
H: -3.604 0.106 1.276
C: 0.754 -1.712 0.914
H: 1.269 2.502 2.569
H: 3.175 2.513 -1.204
H: -0.273 0.078 -3.928
H: -3.124 -1.549 1.758
H: 3.074 2.561 2.707
O: -0.667 -0.322 3.832
C: -0.735 0.118 2.684
H: -3.816 0.530 -1.733
N: -0.729 0.601 1.596
H: -4.562 -1.319 0.684
C: 3.010 2.758 -0.146
C: -2.270 -2.812 -0.795
H: -3.002 -0.601 -2.851
P: -2.446 -1.115 -0.534
H: 3.963 3.048 0.318
H: 3.536 -0.588 1.563
C: 0.265 0.655 -3.152
I: 1.359 -1.728 -1.981
O: 0.969 -2.816 1.141
H: -4.427 -1.152 -1.908
Bi: 0.040 0.365 -0.848
H: 2.296 3.592 -0.083
H: 2.167 1.060 3.155
C: -3.527 -0.522 -1.889
C: -3.548 -0.947 0.934
H: -3.221 -3.268 -0.997
H: -1.618 -3.032 -1.617

The HOMO energy (alpha / beta) is -15.1 / -15.1 eV. The relative energy (zero: lowest compared OMol25 entry of this formula, charge and spin) comes out at 326.3 kJ/mol. As for the orbital gap (alpha / beta): 0.1606 / 0.1906 Ha. As for the electronic energy: -47756.676 eV. Its total charge is +2.


[6]
C13H30Br2FN2O4S | the ωB97M-V functional and the def2-TZVPD basis

CARTESIAN COORDINATES (ANGSTROEM)
C: 1.040 -0.253 1.777
H: 3.237 6.202 -4.005
C: 2.603 4.321 -3.153
H: 3.758 4.797 -4.921
H: 4.569 5.203 -3.396
H: 3.227 2.428 -4.001
N: 0.825 -0.815 -0.615
N: -0.293 -0.893 1.815
C: -1.817 -5.388 4.644
H: -2.152 -5.363 5.681
H: 1.003 -1.744 -0.211
Br: -0.355 0.528 -3.396
Br: -3.713 -1.079 -1.373
H: -3.570 -3.286 5.083
C: -3.374 1.767 -0.963
C: -1.186 -0.393 0.763
C: -0.691 -0.694 -0.709
H: -1.947 -4.624 2.187
F: 3.689 -1.040 -0.973
H: 2.430 4.745 -2.162
C: -2.728 0.580 -1.770
H: 2.363 2.281 -2.482
H: -1.361 0.692 0.935
H: 1.757 -1.038 2.102
O: 3.972 -0.233 1.374
C: -3.195 -3.370 4.062
H: -4.232 2.112 -1.576
C: 3.605 5.179 -3.908
H: 4.039 2.844 -2.480
O: 3.749 1.398 -0.448
H: 1.126 0.604 2.464
H: -2.172 -0.869 0.934
H: -2.695 2.633 -0.868
H: -3.806 1.423 -0.007
C: 3.092 2.888 -3.017
H: -2.478 -6.053 4.081
H: 1.487 3.966 -4.715
H: 1.149 1.205 0.038
H: -3.902 -3.969 3.480
H: -0.199 -1.906 1.743
H: -3.176 -2.374 3.614
C: -1.809 -3.995 4.035
C: -1.170 0.481 -1.603
H: -1.110 -3.360 4.582
H: -2.924 0.807 -2.832
O: -1.340 -4.065 2.682
H: -0.819 -5.827 4.609
C: 1.441 0.178 0.320
H: -0.852 1.417 -1.096
O: 1.348 4.336 -3.838
H: 1.286 -0.812 -1.536
H: -1.026 -1.686 -1.072
S: 3.300 0.112 0.119

The HOMO energy is -12.3 eV. As for the orbital gap: 0.3146 Ha. As for the electronic energy: -178767.274 eV. Its total charge is +1.


[7]
C20H31BNO2Sr | the ωB97M-V functional and the def2-TZVPD basis

CARTESIAN COORDINATES (ANGSTROEM)
H: -1.979 -3.222 2.170
Sr: 1.194 -1.599 0.393
H: 1.090 -3.705 -1.074
C: -2.476 -1.302 1.067
H: 2.670 -2.803 -1.318
H: -2.749 5.098 -1.157
C: 2.511 0.721 3.053
C: -1.629 3.262 -1.504
H: -3.573 3.136 -2.605
H: -3.187 1.771 -1.575
H: 1.314 -4.732 -3.081
H: -2.974 3.870 0.073
H: 0.439 0.887 3.936
H: -2.925 -1.638 0.135
H: -2.391 1.926 -3.120
C: 1.726 -3.724 -3.156
H: -2.573 0.913 0.854
C: -2.002 -2.132 2.134
H: 0.459 -0.707 -3.758
H: -1.828 0.948 3.459
C: 1.984 1.823 1.126
H: 0.905 -1.247 3.730
H: 1.726 -2.417 -4.891
H: -0.732 -1.940 -3.268
C: -0.190 3.532 -2.147
H: 1.045 1.716 -1.427
C: 1.715 -3.145 2.843
H: 4.141 1.317 1.579
C: 1.691 -3.056 -1.763
H: -1.361 -1.582 4.225
C: -1.682 -1.276 3.237
H: -0.056 3.874 -3.158
C: 0.788 1.658 1.872
H: 2.277 -2.173 4.780
C: 1.014 -2.835 -4.172
N: 1.994 -3.584 1.790
H: 0.386 4.214 -1.469
C: -1.932 0.069 2.832
H: -1.474 4.850 0.033
H: 0.369 -2.958 4.654
B: 1.295 -2.365 4.110
C: -2.744 2.516 -2.251
C: 0.350 -1.726 -3.339
H: 3.048 0.218 3.847
H: -0.216 1.966 1.581
H: 2.741 -3.921 -3.500
H: 2.057 2.425 0.230
C: 1.121 1.040 3.097
C: 0.082 2.056 -1.822
C: -2.364 0.052 1.479
O: 0.959 -1.772 -1.914
C: 3.069 1.246 1.853
H: 0.285 -3.424 -4.742
C: -2.217 4.318 -0.579
O: -0.956 2.190 -0.764
H: -0.236 1.374 -2.613

The HOMO energy is -2.8 eV. The relative energy (zero: lowest compared OMol25 entry of this formula, charge and spin) comes out at 0.0 kJ/mol. As for the orbital gap: 0.1592 Ha. As for the electronic energy: -28336.367 eV. Its total charge is -1.


[8]
C23H39Cl3HgN3O3SSi | the ωB97M-V functional and the def2-TZVPD basis

CARTESIAN COORDINATES (ANGSTROEM)
H: -1.340 5.105 -2.163
H: -0.862 -1.792 -3.750
H: 0.854 4.019 3.055
H: -2.955 -4.761 2.543
Si: -0.392 2.886 -2.608
H: 3.522 -3.014 -2.494
Hg: -1.316 2.106 1.067
N: -0.634 5.473 3.177
H: 3.603 0.275 -1.017
S: -0.592 -1.721 4.224
O: 3.314 -0.659 1.184
H: 1.873 -1.416 4.582
Cl: -3.279 0.828 0.721
H: 1.917 -3.148 -1.705
C: -0.878 -4.432 -2.165
H: 1.858 0.488 2.752
C: -0.843 -5.199 -3.446
H: -2.211 -2.954 -3.958
C: -1.486 4.112 -1.718
H: -1.841 -5.469 -3.822
H: 1.397 5.697 3.282
H: -0.599 -4.981 -1.261
H: -1.556 7.044 2.140
H: 3.362 -3.854 -0.906
C: 1.407 3.392 -2.584
H: -0.287 -6.127 -3.283
H: -2.920 -3.314 0.506
C: 1.012 -1.080 4.029
H: -1.683 -1.597 -0.742
H: -2.375 -1.542 -2.873
C: -0.789 -3.102 0.490
C: 1.000 -0.077 3.076
C: 0.658 4.956 3.586
H: 0.204 7.228 2.459
C: 3.263 -0.555 -1.640
C: -1.994 -3.575 1.019
H: -2.154 -0.791 2.547
H: -0.326 -4.627 -4.232
H: 3.294 -2.698 0.994
H: 1.337 -3.050 0.705
H: -1.268 3.663 -4.752
H: -1.995 2.093 -4.358
C: 0.411 -3.429 1.124
H: -0.984 7.479 3.775
H: -2.693 5.323 3.246
N: 3.257 -1.763 -0.841
O: 0.291 -1.689 -1.226
H: 1.351 -4.497 2.742
C: -2.003 -4.388 2.156
C: -0.750 6.888 2.874
H: 0.710 4.781 4.668
C: -0.829 -2.301 -0.849
H: -2.545 3.842 -1.801
C: 2.999 -3.018 -1.527
H: 3.948 -0.714 -2.480
H: 1.981 2.904 -1.785
H: 1.501 4.477 -2.422
H: 1.880 3.174 -3.552
H: -1.234 4.182 -0.653
O: -1.782 3.488 3.332
H: 2.254 -0.356 -2.023
C: -0.796 -4.732 2.772
H: -0.800 -5.373 3.656
Cl: 0.797 3.218 0.875
C: -1.688 -2.314 -3.242
C: -1.056 2.666 -4.340
C: -1.755 4.721 3.260
N: -0.233 0.152 2.494
C: -1.180 -3.130 -2.098
H: -0.309 2.186 -4.987
C: 3.281 -1.697 0.514
C: 0.406 -4.239 2.263
C: -1.137 -0.711 2.927
Cl: -0.592 1.039 -1.512

The HOMO energy is -3.3 eV. As for the orbital gap: 0.2046 Ha. As for the electronic energy: -95555.493 eV. Its total charge is -1.